1:
Computed, not measured: a 3-piece molecular cluster, C3H11N2O2 overall, with ωB97M-V/def2-TZVPD.

```
! wB97M-V def2-TZVPD RIJCOSX def2/J DEFGRID3
* xyz 1 1
N 0.519 1.750 2.529
C -0.687 1.200 -0.559
C -0.362 1.974 -1.724
C -0.043 -0.053 -0.282
N 0.273 -0.856 -1.429
O 0.168 -0.550 0.881
H 1.445 2.217 2.784
H 0.110 1.621 3.513
H 0.621 0.817 2.118
H -1.022 1.735 0.282
H 0.704 2.347 -1.733
H -0.325 1.322 -2.658
H -1.030 2.840 -1.928
H 0.685 -1.822 -1.347
H -0.271 -0.691 -2.290
H -0.356 -3.923 0.478
H -0.086 -2.326 0.701
O -0.101 -3.091 0.092
*
```

Output
Highest occupied orbital energy in eV: -13.734


2:
Computed, not measured: a 2-piece molecular cluster, C3H11N2O2 overall, with ωB97M-V/def2-TZVPD.

```
! wB97M-V def2-TZVPD RIJCOSX def2/J DEFGRID3
* xyz 1 1
C 1.456 -0.558 0.800
C 1.374 -0.018 -0.643
C -2.557 -0.853 -0.127
N -0.013 1.770 -0.317
N -2.098 0.206 0.437
O 0.288 -0.715 -1.135
O 1.302 1.308 -0.874
H 0.490 -1.233 0.968
H 1.606 0.311 1.436
H 2.300 -1.229 0.864
H -3.427 -1.469 0.118
H -1.969 -1.300 -0.937
H -0.283 2.426 -1.076
H 0.192 2.100 0.657
H -1.147 0.609 -0.016
H 2.385 -0.145 -1.229
H -2.708 0.562 1.137
H 0.224 -0.489 -2.038
*
```

Output
Highest occupied orbital energy in eV: -14.546


3:
Computed, not measured: a 2-piece molecular cluster, C3H11N2O2 overall, with ωB97M-V/def2-TZVPD.

```
! wB97M-V def2-TZVPD RIJCOSX def2/J DEFGRID3
* xyz 1 1
O -0.332 1.095 -0.674
C 0.347 0.110 -1.000
N 0.682 -0.005 -2.359
C -0.507 -1.300 -0.590
N -1.056 -1.166 0.633
C -0.184 -1.217 1.787
H 0.219 0.778 -2.827
H 1.671 0.167 -2.539
H 0.188 -2.133 -0.627
H -1.255 -1.480 -1.347
H 0.784 2.845 1.992
H -1.695 -0.376 0.660
H -0.288 -0.322 2.397
H -0.436 -2.073 2.413
H 0.845 -1.351 1.464
H 1.323 0.087 -0.434
H 0.407 1.905 0.777
O 0.742 1.937 1.680
*
```

Output
Highest occupied orbital energy in eV: -14.823


Which structure is the least stable? The one labeled 3.


1:
Computed, not measured: a 2-piece molecular cluster, CH8NO overall, with ωB97M-V/def2-TZVPD.

```
! wB97M-V def2-TZVPD RIJCOSX def2/J DEFGRID3
* xyz 2 2
N 1.254 -0.173 -1.621
H 2.030 -0.332 -2.274
H 0.398 0.028 -2.152
H 1.464 0.636 -1.020
H 0.979 -0.813 -0.879
C -1.030 -0.120 1.651
O -0.767 0.329 0.356
H -0.516 -1.085 1.599
H -2.099 -0.073 1.866
H -0.410 0.481 2.378
H -1.304 1.122 0.095
*
```

Output
Highest occupied orbital energy (alpha / beta) in eV: -24.404 / -24.616
⟨S²⟩: 0.7543


2:
Computed, not measured: a 2-piece molecular cluster, CH8NO overall, with ωB97M-V/def2-TZVPD.

```
! wB97M-V def2-TZVPD RIJCOSX def2/J DEFGRID3
* xyz 2 2
O -1.505 -0.519 1.218
H -0.839 -1.034 1.681
H -0.722 0.358 0.291
H -2.236 -1.139 1.140
C 1.057 -0.166 -0.759
N 0.055 0.971 -0.268
H 0.684 -0.501 -1.711
H 1.003 -1.098 -0.081
H 2.085 0.180 -0.798
H 0.695 1.512 0.320
H -0.276 1.437 -1.033
*
```

Output
Highest occupied orbital energy (alpha / beta) in eV: -24.410 / -23.860
⟨S²⟩: 0.7560


Which structure is the least stable? The one labeled 2.


1:
Computed, not measured: one molecule with the formula C4H11N2O, with ωB97M-V/def2-TZVPD.

```
! wB97M-V def2-TZVPD RIJCOSX def2/J DEFGRID3
* xyz 0 2
O 3.054 -0.496 0.740
C 1.959 -1.177 0.828
C 0.636 -0.484 0.643
C -0.289 -0.861 -0.532
C -1.643 -0.102 -0.539
N -1.412 1.334 -0.683
N 0.925 0.967 0.615
H 1.826 -2.265 0.971
H 0.007 -0.739 1.523
H -0.465 -1.938 -0.485
H 0.166 -0.601 -1.496
H -2.134 -0.334 0.397
H -2.202 -0.544 -1.372
H -2.295 1.823 -0.602
H -1.165 1.523 -1.639
H 0.063 1.508 0.392
H 1.502 1.156 -0.200
H 1.469 1.230 1.437
*
```

Output
Highest occupied orbital energy (alpha / beta) in eV: -3.989 / -7.514
⟨S²⟩: 0.7541


2:
Computed, not measured: one molecule with the formula C4H11N2O, with ωB97M-V/def2-TZVPD.

```
! wB97M-V def2-TZVPD RIJCOSX def2/J DEFGRID3
* xyz 0 2
O 1.212 -2.472 0.172
C 0.072 -2.035 0.297
N -1.027 -2.844 0.417
C -0.098 -0.560 0.571
N 0.717 0.163 -0.425
C 0.813 1.649 -0.301
C -0.534 2.326 -0.447
H -1.862 -2.655 0.945
H -0.741 -3.821 0.406
H 0.354 -0.342 1.553
H -1.134 -0.247 0.547
H 1.611 -0.270 -0.415
H 0.383 -0.102 -1.412
H 1.301 1.837 0.654
H 1.526 1.966 -1.061
H -1.150 2.174 0.436
H -0.379 3.373 -0.665
H -1.064 1.864 -1.270
*
```

Output
Highest occupied orbital energy (alpha / beta) in eV: -3.272 / -9.547
⟨S²⟩: 0.7515


Which structure is the least stable? The one labeled 1.


1:
Computed, not measured: C36H32BrP2Ru as an isolated structure, with ωB97M-V/def2-TZVPD.

```
! wB97M-V def2-TZVPD RIJCOSX def2/J DEFGRID3
* xyz 2 6
C 0.411 1.012 -2.791
C 0.260 1.838 -1.669
C 1.340 2.662 -1.292
C 2.549 2.610 -1.985
C 2.690 1.769 -3.088
C 1.612 0.989 -3.500
P -1.162 1.579 -0.550
C -1.283 3.172 0.340
C -0.977 3.211 1.706
C -1.031 4.416 2.408
C -1.407 5.593 1.764
C -1.725 5.563 0.402
C -1.664 4.361 -0.312
Ru -1.098 -0.278 0.738
P 0.589 -1.735 1.129
C 2.204 -0.943 0.971
C 3.131 -1.277 -0.024
C 4.249 -0.464 -0.215
C 4.452 0.660 0.593
C 3.512 1.010 1.564
C 2.405 0.196 1.781
C 0.711 -2.665 2.706
C -0.429 -3.307 3.218
C -0.333 -4.138 4.333
C 0.897 -4.321 4.972
C 2.022 -3.625 4.513
C 1.932 -2.815 3.381
C 0.297 -3.032 -0.132
C -0.952 -3.018 -0.754
C -1.190 -3.779 -1.899
C -0.204 -4.653 -2.355
C 0.982 -4.823 -1.624
C 1.224 -4.020 -0.503
C -2.713 1.599 -1.545
C -2.804 2.046 -2.875
C -3.982 1.826 -3.601
C -5.067 1.163 -3.016
C -4.972 0.710 -1.700
C -3.817 0.970 -0.961
H -1.395 -3.151 2.736
H -1.224 -4.646 4.704
H 0.975 -4.979 5.834
H 2.974 -3.745 5.024
H 2.822 -2.299 3.023
H 2.984 -2.154 -0.656
H 4.965 -0.701 -1.005
H 5.347 1.274 0.461
H 3.616 1.922 2.163
H 1.662 0.465 2.543
H -1.737 -2.363 -0.343
H -2.164 -3.683 -2.402
H -0.351 -5.214 -3.282
H 1.713 -5.580 -1.909
H 2.123 -4.161 0.094
H -1.951 2.519 -3.361
H -4.055 2.154 -4.638
H -5.978 0.970 -3.586
H -5.772 0.126 -1.241
H -3.716 0.591 0.062
H -0.723 2.269 2.206
H -0.777 4.415 3.468
H -1.451 6.520 2.322
H -2.018 6.485 -0.098
H -1.913 4.350 -1.377
H 1.223 3.365 -0.460
H 3.369 3.241 -1.640
H 3.608 1.745 -3.668
H 1.688 0.373 -4.394
H -0.418 0.367 -3.098
H -1.966 -0.559 -0.545
H 0.295 0.199 0.164
Br -2.412 -0.175 2.774
*
```

Output
Highest occupied orbital energy (alpha / beta) in eV: -12.456 / -13.781
⟨S²⟩: 8.7819


2:
Computed, not measured: C36H32BrP2Ru as an isolated structure, with ωB97M-V/def2-TZVPD.

```
! wB97M-V def2-TZVPD RIJCOSX def2/J DEFGRID3
* xyz 2 6
C -3.861 -2.660 -1.586
C -3.427 -1.358 -1.891
C -3.479 -0.903 -3.221
C -3.846 -1.770 -4.245
C -4.186 -3.094 -3.953
C -4.204 -3.526 -2.623
P -2.683 -0.297 -0.603
C -2.939 1.415 -1.196
C -1.833 2.165 -1.606
C -2.019 3.439 -2.143
C -3.304 3.977 -2.230
C -4.414 3.229 -1.810
C -4.235 1.943 -1.297
Ru -0.554 -0.731 -0.126
P 0.751 -2.250 -1.038
C 0.484 -2.410 -2.839
C 0.014 -3.586 -3.440
C -0.310 -3.583 -4.798
C -0.283 -2.399 -5.538
C 0.227 -1.231 -4.954
C 0.644 -1.251 -3.620
C 2.571 -2.074 -0.907
C 3.104 -1.773 0.356
C 4.486 -1.657 0.523
C 5.338 -1.806 -0.577
C 4.808 -2.097 -1.839
C 3.427 -2.237 -2.006
C 0.413 -3.868 -0.249
C -0.334 -3.874 0.935
C -0.601 -5.087 1.585
C -0.128 -6.286 1.041
C 0.629 -6.271 -0.142
C 0.947 -5.060 -0.759
C -3.806 -0.345 0.842
C -5.130 -0.814 0.757
C -5.893 -0.940 1.920
C -5.334 -0.629 3.164
C -4.057 -0.070 3.237
C -3.298 0.092 2.078
H 2.426 -1.612 1.198
H 4.888 -1.450 1.517
H 6.418 -1.711 -0.448
H 5.468 -2.237 -2.696
H 3.013 -2.462 -2.990
H -0.099 -4.493 -2.843
H -0.598 -4.521 -5.278
H -0.650 -2.378 -6.569
H 0.303 -0.305 -5.527
H 1.051 -0.343 -3.165
H -0.689 -2.907 1.318
H -1.166 -5.103 2.521
H -0.342 -7.238 1.531
H 0.956 -7.203 -0.599
H 1.601 -5.035 -1.635
H -5.556 -1.116 -0.202
H -6.917 -1.307 1.853
H -5.892 -0.832 4.076
H -3.629 0.218 4.201
H -2.282 0.499 2.133
H -0.830 1.741 -1.503
H -1.151 3.996 -2.497
H -3.446 4.977 -2.642
H -5.417 3.647 -1.892
H -5.096 1.355 -0.977
H -3.250 0.146 -3.456
H -3.836 -1.400 -5.275
H -4.460 -3.788 -4.751
H -4.509 -4.544 -2.390
H -3.929 -2.997 -0.547
H -0.755 -0.901 1.422
H -0.860 -0.420 -1.674
Br 0.746 0.929 1.066
*
```

Output
Highest occupied orbital energy (alpha / beta) in eV: -13.539 / -13.751
⟨S²⟩: 8.7798


Which structure is the least stable? The one labeled 1.


1:
Computed, not measured: one molecule with the formula C5H8O4, with ωB97M-V/def2-TZVPD.

```
! wB97M-V def2-TZVPD RIJCOSX def2/J DEFGRID3
* xyz 0 1
O -1.282 1.604 -0.592
C -0.854 0.491 -0.871
C -1.230 -0.766 -0.015
C -0.221 -0.634 1.108
O 1.070 -0.818 0.754
C 1.545 0.171 -0.119
O 2.387 -0.347 -0.986
C 1.379 1.485 0.072
O 0.625 2.066 0.981
H -0.268 0.324 -1.895
H -1.218 -1.638 -0.747
H -2.133 -0.523 0.436
H -0.374 0.241 1.614
H -0.354 -1.508 1.854
H 2.948 -1.028 -0.566
H 2.025 2.135 -0.498
H -0.313 2.327 0.598
*
```

Output
Highest occupied orbital energy in eV: -8.683


2:
Computed, not measured: one molecule with the formula C5H8O4, with ωB97M-V/def2-TZVPD.

```
! wB97M-V def2-TZVPD RIJCOSX def2/J DEFGRID3
* xyz 0 1
C 0.387 1.155 1.267
C 0.317 -0.006 0.271
C 0.989 -1.275 0.791
C -1.351 -0.406 0.191
O -1.949 -0.516 1.230
O -1.740 -0.711 -1.015
C -0.693 -0.112 -1.925
O -0.221 -0.760 -2.819
O -0.797 1.230 -1.908
H 1.421 1.494 1.379
H -0.211 2.003 0.922
H 0.015 0.859 2.251
H 0.926 0.326 -0.574
H 2.061 -1.107 0.934
H 0.564 -1.585 1.749
H 0.866 -2.094 0.077
H -0.585 1.504 -2.820
*
```

Output
Highest occupied orbital energy in eV: -10.336


Which structure is the least stable? The one labeled 1.